Record 1
Molecular formula: C34H49AsCrNO2Si3
Method: DFT, the ωB97M-V functional and the def2-TZVPD basis

Geometry as XYZ:
```
91
Properties=species:S:1:pos:R:3:forces:R:3
Cr 0.511874 0.570753 -0.033115 -1.6 0.5 -2.0
C 1.730294 3.166037 -2.087588 0.2 -0.1 0.2
Si 2.977814 2.421373 -0.848431 0.2 0.0 0.0
C 4.693957 2.620016 -1.607137 -0.2 0.0 0.1
C 2.966030 3.466897 0.751720 -0.1 -0.1 -0.2
C 2.544399 0.640661 -0.478064 0.1 -0.2 0.3
Si 2.716565 -0.522527 -1.938683 0.3 -0.2 0.0
C 2.109200 0.205071 -3.578453 0.1 0.1 0.3
C 1.623650 -2.059664 -1.696516 0.2 0.2 0.0
C 4.504258 -1.088008 -2.157973 -0.2 0.1 0.0
Si 3.034543 -0.031601 1.181432 0.8 -0.1 -0.1
C 3.043409 -1.919564 1.359002 0.0 0.2 -0.1
C 4.687373 0.587833 1.857973 -0.3 0.0 0.0
C 1.669398 0.455714 2.452454 0.2 0.0 -0.3
C 1.837022 0.624567 3.819553 0.0 0.0 0.1
C 0.760766 0.995547 4.610205 0.0 0.0 -0.1
C -0.476620 1.192483 4.007811 0.1 0.0 0.1
C -0.589035 1.004847 2.647840 -0.1 0.0 -0.1
N 0.451179 0.638012 1.888673 0.3 0.0 1.9
H 1.553706 4.228068 -1.896274 0.0 0.0 0.0
H 0.765451 2.654202 -2.065667 -0.1 0.1 -0.1
H 2.120371 3.094880 -3.103646 0.0 0.0 0.0
H 4.914456 3.672294 -1.802517 0.0 0.0 0.0
H 4.778971 2.081848 -2.553951 0.0 0.0 0.0
H 5.464176 2.235577 -0.934429 0.0 0.0 0.0
H 2.547154 4.466680 0.598143 0.0 0.0 0.0
H 3.993004 3.620420 1.088160 0.0 0.0 0.0
H 2.416943 2.988162 1.566443 0.0 0.1 0.0
H 1.051252 0.479808 -3.537441 0.0 0.0 0.0
H 2.227416 -0.541964 -4.366368 0.0 -0.1 0.0
H 2.675249 1.088502 -3.878681 0.0 0.0 0.0
H 0.669515 -1.774735 -1.242258 -0.1 -0.1 0.0
H 2.091105 -2.808483 -1.055403 0.0 0.0 0.0
H 1.398304 -2.532262 -2.654632 0.0 0.0 0.0
H 5.160667 -0.232556 -2.331685 0.0 0.0 0.0
H 4.615046 -1.770757 -3.003445 0.0 0.0 0.0
H 4.865650 -1.601448 -1.263646 0.0 0.0 0.0
H 3.722991 -2.391625 0.647034 0.0 0.0 0.0
H 2.048532 -2.340694 1.209190 0.0 0.0 0.0
H 3.371987 -2.194023 2.364024 0.0 0.1 0.0
H 5.459942 0.437346 1.100600 0.0 0.0 0.0
H 4.989622 0.043268 2.755144 0.0 0.0 0.0
H 4.659906 1.652088 2.098216 0.0 0.0 0.0
H 2.818994 0.480556 4.251705 0.0 0.0 0.0
H 0.880651 1.140124 5.675928 0.0 0.0 0.0
H -1.337398 1.496576 4.586517 0.0 0.0 0.0
H -1.523975 1.164856 2.127644 0.0 0.0 0.0
O -1.477361 0.351241 -0.589471 0.8 0.2 0.3
As -2.298077 -1.078082 -0.319828 -1.0 -0.8 -0.1
C -1.939594 -2.308003 -1.760781 0.0 0.2 0.2
C -1.567342 -3.637297 -1.622400 -0.1 0.1 0.2
C -1.331419 -4.392110 -2.761431 0.0 -0.1 0.0
C -1.473992 -3.825069 -4.019225 0.0 0.0 0.0
C -1.856766 -2.496144 -4.153351 0.0 0.0 0.0
C -2.091746 -1.735011 -3.021352 0.1 0.0 0.1
C -2.004755 -1.808308 1.437405 -0.1 0.1 -0.2
C -2.913005 -1.476810 2.439625 0.0 0.0 -0.1
C -2.701617 -1.925706 3.732783 0.0 0.0 0.0
C -1.578732 -2.687825 4.026660 0.0 0.0 0.0
C -0.673860 -3.015332 3.026132 0.1 0.0 0.1
C -0.887362 -2.582257 1.726858 0.1 0.0 -0.1
C -4.181863 -0.690770 -0.439986 0.2 0.2 0.1
C -5.141434 -1.608584 -0.022594 0.2 -0.1 -0.1
C -6.482468 -1.271943 -0.099149 0.0 0.0 0.0
C -6.861828 -0.030499 -0.594710 0.0 0.0 0.0
C -5.904374 0.874893 -1.028162 -0.1 0.0 0.0
C -4.559243 0.546323 -0.947881 0.2 0.0 0.0
H -1.466783 -4.084805 -0.641230 0.0 0.0 0.0
H -1.027317 -5.426250 -2.667580 0.0 0.0 0.0
H -1.289890 -4.423004 -4.901961 0.0 0.0 0.0
H -1.973985 -2.057192 -5.134971 0.0 0.0 0.0
H -2.385946 -0.694192 -3.099674 0.0 0.0 -0.1
H -3.775285 -0.865454 2.205040 0.0 0.0 0.1
H -3.412912 -1.676654 4.509510 0.0 0.0 0.0
H -1.405539 -3.026593 5.039663 0.0 0.0 0.0
H 0.195623 -3.615625 3.261355 0.0 0.0 0.0
H -0.187666 -2.842774 0.940959 0.1 0.0 0.0
H -4.837263 -2.578237 0.355254 -0.1 0.0 0.0
H -7.235132 -1.976254 0.229514 0.0 0.0 0.0
H -7.910780 0.230428 -0.641911 0.0 0.0 0.0
H -6.205793 1.835279 -1.424668 0.0 0.0 0.0
H -3.789260 1.239703 -1.265291 -0.1 0.0 0.0
C -2.572606 3.484816 0.116901 0.2 0.0 0.1
C -1.274923 3.927228 0.761232 -0.2 0.0 0.0
O -0.226209 3.013714 0.412715 0.1 0.0 -0.2
H -3.369451 4.184657 0.369524 0.0 0.0 0.0
H -2.850706 2.487851 0.459977 0.0 0.0 0.0
H -2.454654 3.457178 -0.966872 0.0 0.0 0.0
H -1.374343 3.950365 1.850927 0.0 0.1 0.0
H -1.021109 4.932250 0.418689 0.1 0.0 0.0
H 0.583038 3.515731 0.274355 0.0 0.0 0.1
```
Positions in Å, forces in eV/Å.

* total charge: +1
* spin multiplicity: 5
* relative energy (zero: lowest compared OMol25 entry of this formula, charge and spin): 70.3 kJ/mol
* frontier orbital gap (spin up / spin down): 8.072 / 8.226 eV
* HOMO energy (spin up / spin down): -10.4 / -10.7 eV
* expectation value of S²: 6.02
* max |F|: 2.6 eV Å⁻¹

The molecule's Löwdin atomic charges, reported in e, are given here: atom 1 (Cr): 0.665, atom 2 (C): -0.174, atom 3 (Si): 0.416, atom 4 (C): -0.171, atom 5 (C): -0.169, atom 6 (C): -0.558, atom 7 (Si): 0.401, atom 8 (C): -0.167, atom 9 (C): -0.165, atom 10 (C): -0.159, atom 11 (Si): 0.471, atom 12 (C): -0.153, atom 13 (C): -0.154, atom 14 (C): -0.257, atom 15 (C): -0.036, atom 16 (C): -0.027, atom 17 (C): -0.029, atom 18 (C): -0.115, atom 19 (N): -0.080, atom 20 (H): 0.038, atom 21 (H): 0.018, atom 22 (H): 0.028, atom 23 (H): 0.039, atom 24 (H): 0.022, atom 25 (H): 0.031, atom 26 (H): 0.038, atom 27 (H): 0.034, atom 28 (H): 0.020, atom 29 (H): 0.032, atom 30 (H): 0.039, atom 31 (H): 0.020, atom 32 (H): -0.014, atom 33 (H): 0.030, atom 34 (H): 0.042, atom 35 (H): 0.023, atom 36 (H): 0.037, atom 37 (H): 0.023, atom 38 (H): 0.029, atom 39 (H): 0.005, atom 40 (H): 0.042, atom 41 (H): 0.037, atom 42 (H): 0.034, atom 43 (H): 0.023, atom 44 (H): 0.114, atom 45 (H): 0.118, atom 46 (H): 0.117, atom 47 (H): 0.111, atom 48 (O): -0.518, atom 49 (As): 1.247, atom 50 (C): -0.309, atom 51 (C): -0.094, atom 52 (C): -0.066, atom 53 (C): -0.061, atom 54 (C): -0.057, atom 55 (C): -0.092, atom 56 (C): -0.302, atom 57 (C): -0.103, atom 58 (C): -0.061, atom 59 (C): -0.055, atom 60 (C): -0.055, atom 61 (C): -0.102, atom 62 (C): -0.305, atom 63 (C): -0.098, atom 64 (C): -0.064, atom 65 (C): -0.062, atom 66 (C): -0.059, atom 67 (C): -0.092, atom 68 (H): 0.102, atom 69 (H): 0.113, atom 70 (H): 0.113, atom 71 (H): 0.113, atom 72 (H): 0.109, atom 73 (H): 0.106, atom 74 (H): 0.115, atom 75 (H): 0.114, atom 76 (H): 0.116, atom 77 (H): 0.089, atom 78 (H): 0.114, atom 79 (H): 0.112, atom 80 (H): 0.112, atom 81 (H): 0.112, atom 82 (H): 0.087, atom 83 (C): -0.077, atom 84 (C): -0.264, atom 85 (O): -0.135, atom 86 (H): 0.086, atom 87 (H): 0.047, atom 88 (H): 0.086, atom 89 (H): 0.113, atom 90 (H): 0.124, atom 91 (H): 0.035

---

Record 2
Molecular formula: C39H42Cl2N6O7PS2W
Method: DFT, the ωB97M-V functional and the def2-TZVPD basis

Geometry as XYZ:
```
100
Properties=species:S:1:pos:R:3:forces:R:3
W 0.440885 -0.524390 -0.125024 0.0 2.3 -1.7
O 4.320105 -1.734079 0.025512 0.0 -0.1 0.2
C 3.379931 -1.002864 -0.067947 0.0 0.2 -0.2
N 2.230962 -0.991926 0.785312 0.0 -0.5 -0.1
C 2.273197 -1.797558 1.916441 0.0 0.2 0.1
O 3.261414 -2.186901 2.479657 -0.1 0.0 0.0
C 0.907703 -2.100155 2.461847 0.5 0.2 -0.1
C 0.788323 -3.039951 3.457318 -0.1 -0.1 0.2
C -0.479514 -3.392723 3.885198 0.1 0.0 0.0
C -1.561086 -2.773167 3.283043 0.0 0.1 0.0
C -1.347347 -1.823825 2.301311 -0.1 0.1 0.1
N -0.119073 -1.452388 1.897363 0.0 -0.5 0.1
C 3.191530 0.017106 -1.116823 -0.3 -0.1 0.1
C 4.096855 0.184732 -2.084071 0.1 0.4 -0.3
C 3.818680 1.198955 -3.090908 0.3 -0.3 0.0
C 2.696898 1.908808 -3.039322 -0.2 0.2 0.1
C 1.654546 1.717639 -1.967211 0.2 -0.2 0.1
N 2.022951 0.718814 -0.954959 0.0 -0.2 0.5
H 1.697013 -3.480886 3.842935 0.0 0.0 0.0
H -0.622035 -4.142554 4.652552 0.0 0.0 0.0
H -2.578282 -3.014577 3.557622 0.0 0.0 0.0
H -2.179255 -1.339377 1.821093 0.0 -0.1 0.0
H 4.995244 -0.413558 -2.077941 0.0 0.0 0.0
H 4.526209 1.365119 -3.893793 0.0 0.0 0.0
H 2.472627 2.649189 -3.799347 0.0 0.0 0.0
H 1.455719 2.669517 -1.475721 0.1 0.0 0.0
Cl 0.299132 -0.239749 -7.524444 0.0 0.0 0.1
C 0.483448 -0.563033 -5.829237 0.0 0.1 -0.1
C 0.827283 -1.837010 -5.412800 0.0 -0.1 0.0
C 0.970644 -2.088799 -4.060323 0.0 -0.2 -0.1
Cl 1.362630 -3.682857 -3.510465 0.0 0.1 0.0
C 0.796323 -1.072499 -3.125228 -0.1 -0.1 0.2
O 0.947453 -1.365977 -1.827862 0.1 -0.2 0.3
C 0.436135 0.193143 -3.561034 0.1 0.1 0.0
C 0.313090 1.256268 -2.513491 0.1 0.0 -0.3
O -0.375987 0.761569 -1.380462 0.3 -0.3 0.4
C 0.277807 0.452248 -4.910216 -0.1 0.0 -0.1
H 0.969577 -2.632758 -6.130057 0.0 0.0 0.0
H -0.248745 2.110893 -2.909004 -0.1 0.0 0.0
H 0.000995 1.442004 -5.253748 0.0 0.0 0.0
O 0.619915 -2.843136 -0.060536 -0.3 0.0 0.5
C -0.542957 -3.000669 -0.481370 0.0 -0.3 -0.1
N -1.265172 -1.892926 -0.640788 -0.2 -0.3 0.0
S -2.734096 -2.245917 -1.354022 0.2 0.0 0.2
O -3.800504 -1.923111 -0.446703 0.0 0.1 -0.1
O -2.761369 -1.723193 -2.683607 -0.1 0.0 -0.1
C -2.462145 -3.994241 -1.337783 -0.1 -0.1 0.0
C -3.335503 -4.994981 -1.709774 0.1 0.1 -0.1
C -2.886476 -6.302005 -1.555491 0.0 0.0 0.0
C -1.619440 -6.583162 -1.047070 0.0 0.0 0.0
C -0.757772 -5.560616 -0.671499 0.0 -0.1 -0.1
C -1.209991 -4.264952 -0.825027 0.1 0.2 0.0
H -4.315335 -4.775755 -2.111691 0.0 0.0 0.0
H -3.537843 -7.118181 -1.838064 0.0 0.0 0.0
H -1.304874 -7.613118 -0.946133 0.0 0.0 0.0
H 0.232465 -5.755539 -0.281154 0.0 0.0 0.0
C 2.734855 3.843403 2.585873 0.0 0.0 0.1
C 2.672043 2.389316 2.084115 0.1 -0.2 -0.1
C 3.863111 2.125126 1.165876 0.0 0.1 0.0
P 0.950948 1.874355 1.559017 -0.2 -0.1 0.2
C 0.191225 1.622041 3.263504 0.1 0.0 0.0
C -0.071698 2.808958 4.198991 -0.1 0.0 0.0
C 1.059093 0.630619 4.061770 -0.1 0.0 0.0
C 0.133528 3.307675 0.649882 0.1 0.0 0.0
C -1.010226 4.037488 1.360837 0.0 0.0 0.0
C 1.079455 4.382006 0.084454 0.0 0.0 0.0
H 3.409649 3.886198 3.443440 0.0 0.0 0.0
H 1.778797 4.256355 2.897899 0.0 0.0 0.0
H 3.147178 4.492360 1.817800 0.0 0.0 0.0
H 2.819579 1.737815 2.945657 0.0 0.0 0.0
H 3.794921 2.660663 0.218090 0.0 0.0 0.0
H 4.001463 1.074832 0.957233 0.0 -0.1 0.0
H 4.764630 2.471211 1.677986 0.0 0.0 0.0
H -0.769886 1.154815 3.048694 0.0 0.0 0.1
H 0.849222 3.323472 4.464662 0.0 0.0 0.0
H -0.485496 2.408670 5.128354 0.0 0.0 0.0
H -0.782296 3.530997 3.813695 0.0 0.0 0.0
H 1.755026 1.172182 4.703826 0.0 0.0 0.0
H 1.659120 -0.028099 3.445706 0.0 -0.1 0.0
H 0.432214 0.015917 4.711309 0.0 0.0 0.0
H -0.300680 2.771667 -0.194080 -0.1 0.0 0.0
H -0.626361 4.743541 2.096564 0.0 0.0 0.0
H -1.719921 3.370265 1.842980 0.0 0.0 0.0
H -1.555013 4.619565 0.612540 0.0 0.0 0.0
H 1.248067 5.175813 0.806793 0.0 0.0 0.0
H 0.600414 4.837654 -0.785582 0.0 0.0 0.0
H 2.051065 4.009773 -0.231435 0.0 0.0 0.0
C -5.006227 0.742998 1.257200 0.0 -0.1 -0.1
N -4.387711 0.939785 -0.047359 -0.1 0.1 0.1
C -5.076621 1.070347 -1.243245 0.0 0.0 0.2
C -4.162179 1.117517 -2.229594 0.2 0.0 0.1
N -2.929361 1.039021 -1.617644 -0.3 0.0 -0.3
C -3.068075 0.902836 -0.294492 0.0 0.1 -0.3
S -1.834646 0.780581 0.897299 0.0 -0.3 0.1
H -6.006752 1.165119 1.232671 0.0 0.0 0.0
H -4.419193 1.243184 2.021692 0.0 0.0 0.0
H -5.063249 -0.321923 1.480096 0.0 0.0 0.0
H -6.150225 1.115984 -1.278790 0.0 0.0 0.0
H -4.273633 1.182207 -3.296251 0.0 0.0 0.0
H -2.019040 0.954751 -2.053086 -0.1 -0.1 0.1
```
Positions in Å, forces in eV/Å.

* total charge: +1
* spin multiplicity: 1
* relative energy (zero: lowest compared OMol25 entry of this formula, charge and spin): 203.2 kJ/mol
* frontier orbital gap (spin up / spin down): 5.536 / 5.537 eV
* HOMO energy (spin up / spin down): -9.5 / -9.5 eV
* max |F|: 2.8 eV Å⁻¹

Results of the Löwdin charge analysis, in e, for atoms 1 through 99: atom 1 (W): 1.890, atom 2 (O): 0.166, atom 3 (C): -0.423, atom 4 (N): -0.040, atom 5 (C): -0.449, atom 6 (O): 0.153, atom 7 (C): -0.227, atom 8 (C): 0.035, atom 9 (C): -0.002, atom 10 (C): -0.011, atom 11 (C): -0.148, atom 12 (N): -0.033, atom 13 (C): -0.292, atom 14 (C): 0.010, atom 15 (C): -0.050, atom 16 (C): -0.024, atom 17 (C): -0.253, atom 18 (N): -0.079, atom 19 (H): 0.137, atom 20 (H): 0.124, atom 21 (H): 0.120, atom 22 (H): 0.035, atom 23 (H): 0.123, atom 24 (H): 0.112, atom 25 (H): 0.121, atom 26 (H): 0.092, atom 27 (Cl): 0.688, atom 28 (C): -0.649, atom 29 (C): -0.106, atom 30 (C): -0.546, atom 31 (Cl): 0.766, atom 32 (C): -0.299, atom 33 (O): -0.258, atom 34 (C): -0.113, atom 35 (C): -0.284, atom 36 (O): -0.440, atom 37 (C): -0.043, atom 38 (H): 0.113, atom 39 (H): 0.166, atom 40 (H): 0.121, atom 41 (O): -0.017, atom 42 (C): -0.504, atom 43 (N): -0.145, atom 44 (S): 0.689, atom 45 (O): -0.269, atom 46 (O): -0.250, atom 47 (C): -0.198, atom 48 (C): -0.010, atom 49 (C): -0.037, atom 50 (C): -0.035, atom 51 (C): 0.020, atom 52 (C): -0.132, atom 53 (H): 0.130, atom 54 (H): 0.117, atom 55 (H): 0.117, atom 56 (H): 0.134, atom 57 (C): -0.099, atom 58 (C): -0.482, atom 59 (C): -0.079, atom 60 (P): 1.090, atom 61 (C): -0.528, atom 62 (C): -0.093, atom 63 (C): -0.113, atom 64 (C): -0.526, atom 65 (C): -0.124, atom 66 (C): -0.112, atom 67 (H): 0.095, atom 68 (H): 0.055, atom 69 (H): 0.076, atom 70 (H): 0.081, atom 71 (H): 0.078, atom 72 (H): 0.054, atom 73 (H): 0.097, atom 74 (H): 0.023, atom 75 (H): 0.070, atom 76 (H): 0.091, atom 77 (H): 0.053, atom 78 (H): 0.090, atom 79 (H): 0.040, atom 80 (H): 0.094, atom 81 (H): 0.042, atom 82 (H): 0.074, atom 83 (H): 0.038, atom 84 (H): 0.092, atom 85 (H): 0.074, atom 86 (H): 0.095, atom 87 (H): 0.059, atom 88 (C): -0.003, atom 89 (N): -0.109, atom 90 (C): -0.021, atom 91 (C): -0.034, atom 92 (N): 0.097, atom 93 (C): -0.624, atom 94 (S): 0.820, atom 95 (H): 0.100, atom 96 (H): 0.080, atom 97 (H): 0.096, atom 98 (H): 0.134, atom 99 (H): 0.134

---

Question: Which value of spin multiplicity does entry 1 give?
Answer: 5